43
Properties=species:S:1:pos:R:3:forces:R:3:lowdin_charge:R:1 method="wB97M-V/def2-TZVPD" homo_lumo_gap_ev=2.282 total_charge=-2 energy_ha=-3516.81104 homo_energy_ev=-3.9 e_lumo_ev=-1.595
Sn 1.444001 2.792177 -1.110484 -0.69 0.30 -0.22 0.93
B -1.115559 4.200877 -5.830514 1.20 -0.37 0.38 -0.33
H -2.005749 4.355637 -5.240724 -3.85 0.96 2.46 -0.05
H -1.506219 4.409427 -6.814444 -1.94 0.66 -4.14 -0.07
H -0.398659 4.924707 -5.475024 2.98 2.56 1.71 -0.08
H -0.750789 3.186847 -5.884554 1.83 -3.88 -0.25 -0.08
B 0.464901 8.621907 -0.760094 0.90 0.41 0.22 -0.40
H 0.563111 9.583017 -0.279594 0.49 3.74 2.03 -0.10
H 1.415941 8.121267 -0.855564 3.93 -1.95 -0.45 -0.11
H -0.253829 8.032877 -0.211734 -3.20 -2.51 2.36 -0.09
H -0.003539 8.695847 -1.729294 -1.96 0.16 -4.10 -0.08
B -4.099549 3.253597 0.664796 0.22 -0.14 0.20 -0.29
H -4.124019 2.788387 -0.308464 -0.70 -2.34 -3.91 -0.05
H -3.313209 3.985907 0.762916 3.17 3.19 1.16 -0.06
H -5.018609 3.815137 0.729966 -3.62 2.50 -0.07 -0.06
H -3.897239 2.449427 1.355166 1.16 -3.24 2.65 -0.06
As -2.985179 -3.909943 -2.920494 0.35 0.99 0.15 0.88
F -3.998789 -3.929823 -1.455774 0.94 -0.28 -0.92 -0.30
F -4.058989 -5.105893 -3.717984 0.76 1.04 0.59 -0.31
F -1.927369 -3.877383 -4.363984 -0.98 0.14 1.01 -0.31
F -1.875509 -2.629773 -2.136994 -1.24 -1.96 -0.85 -0.35
F -2.003359 -5.275633 -2.334714 -0.57 1.07 0.00 -0.31
F -3.992539 -2.563043 -3.494884 0.84 -1.13 0.03 -0.29
C -1.631139 -1.426413 5.342706 -0.09 0.81 0.95 -0.03
C -0.332479 -0.668333 5.505326 2.15 -0.29 -2.12 -0.44
O 0.403611 -0.499133 4.516996 -1.40 0.04 2.39 0.03
C 0.095281 -0.293943 6.951526 -0.76 -0.05 -0.90 -0.02
H -1.678589 -2.084633 6.210236 0.11 -0.91 -0.46 0.07
H -1.775149 -1.836353 4.343056 0.21 -0.19 0.36 0.09
H -2.488359 -0.804423 5.600396 -0.04 0.55 -0.33 0.09
H -0.719109 -0.674423 7.568056 0.25 0.38 0.50 0.06
H 0.215661 0.786497 7.030656 -0.32 0.04 0.02 0.08
H 1.048091 -0.703713 7.286706 -0.07 -0.35 -0.43 0.08
C 4.771261 -4.906883 -2.191454 0.32 -0.12 0.38 -0.02
C 4.886701 -4.193953 -0.870444 0.43 2.66 1.50 -0.45
O 4.741931 -2.965093 -0.721664 0.05 -2.70 -0.93 0.02
C 5.338561 -4.976993 0.380716 -1.21 0.19 -0.86 -0.03
H 5.541661 -4.522103 -2.859684 -0.24 0.31 -0.15 0.09
H 3.771741 -4.764723 -2.602364 0.14 -0.02 -0.14 0.10
H 5.012471 -5.961283 -2.056734 -0.35 -0.06 -0.05 0.07
H 4.907731 -5.978233 0.375846 0.35 -0.19 -0.08 0.07
H 4.902491 -4.457293 1.233856 0.52 0.10 0.06 0.08
H 6.428361 -4.994103 0.368746 -0.04 -0.11 0.27 0.08